CH11P7 as an isolated structure, computed with wB97M-V/def2-TZVPD.

```
19
CH11P7 wB97M-V/def2-TZVPD
P -0.888 -1.784 -1.463
P 2.912 1.944 -0.150
P -1.294 -1.152 0.553
P -2.876 1.957 0.682
P 1.806 0.043 -0.657
P -3.197 -0.144 -0.135
P 2.646 -1.230 0.895
C 0.147 0.715 -0.015
H -4.099 2.174 1.475
H 0.440 1.331 0.887
H 4.160 1.197 -0.561
H -0.459 1.187 -0.725
H -2.078 1.376 1.761
H 2.619 2.511 -1.398
H 3.732 -1.667 0.083
H -1.717 -2.998 -1.421
H 0.431 -2.217 -1.179
H 1.751 -2.446 0.607
H -4.035 -0.796 0.762
```

Results
- 2S+1: 3
- Charge: 0
- Highest occupied orbital energy (spin up / spin down): -0.2232 / -0.2988 Ha
- Frontier orbital gap (spin up / spin down): 0.2427 / 0.1919 Eh
- Energy: -2433.9093 hartree

***

A 9-piece molecular cluster, C16H51NO15 overall, computed with wB97M-V/def2-TZVPD.

```
83
C16H51NO15 wB97M-V/def2-TZVPD
O 23.416 12.771 -13.929
O 21.517 9.095 -14.607
O 16.715 12.083 -21.858
O 20.496 6.653 -22.737
O 17.455 12.261 -19.221
O 21.227 13.733 -18.212
O 19.911 10.897 -19.322
O 24.790 9.999 -18.296
O 18.414 5.949 -18.506
O 16.690 15.014 -20.726
O 20.678 8.984 -21.011
O 24.164 11.049 -21.314
O 23.564 13.091 -17.030
O 17.118 9.586 -23.325
O 20.558 9.034 -17.176
N 15.728 8.124 -17.196
C 23.470 11.130 -20.073
C 17.610 13.662 -18.914
C 20.131 9.293 -14.856
C 22.483 12.336 -14.946
C 17.647 4.748 -18.806
C 17.960 11.681 -22.325
C 20.056 6.663 -21.414
C 19.879 9.933 -16.307
C 18.023 10.114 -22.380
C 20.850 7.681 -20.547
C 17.707 6.738 -17.577
C 17.314 8.903 -18.858
C 16.644 7.721 -18.287
C 23.123 11.975 -16.317
C 23.758 9.801 -19.248
C 16.500 14.614 -19.381
H 18.148 12.136 -23.297
H 17.503 4.175 -17.890
H 16.006 7.161 -18.969
H 22.788 13.564 -17.338
H 17.701 13.821 -17.839
H 18.064 8.549 -19.566
H 16.578 9.363 -19.517
H 16.190 8.122 -16.298
H 22.354 11.446 -16.881
H 23.776 10.358 -21.855
H 20.285 10.913 -16.557
H 16.312 10.097 -23.430
H 20.995 9.052 -21.915
H 17.761 9.652 -18.204
H 17.836 9.790 -21.357
H 17.353 15.707 -20.767
H 21.433 6.468 -22.832
H 19.743 10.089 -14.220
H 18.465 7.297 -17.028
H 19.655 8.355 -14.573
H 20.163 5.692 -20.930
H 25.457 10.590 -18.652
H 22.075 11.383 -14.610
H 18.310 11.834 -19.313
H 21.647 9.009 -13.659
H 18.564 13.861 -19.402
H 16.513 15.477 -18.716
H 18.813 9.794 -16.487
H 17.213 6.179 -16.782
H 23.961 8.895 -19.819
H 20.214 10.436 -18.540
H 21.762 13.112 -15.206
H 16.648 4.938 -19.198
H 24.000 12.033 -13.744
H 22.424 11.266 -20.350
H 21.178 8.574 -16.606
H 15.548 14.108 -19.224
H 18.137 4.201 -19.612
H 19.041 9.779 -22.585
H 18.978 6.818 -21.396
H 24.053 11.435 -16.141
H 21.914 7.483 -20.674
H 21.497 14.171 -19.019
H 23.665 12.049 -19.519
H 22.790 9.619 -18.781
H 15.500 9.097 -17.343
H 16.842 12.367 -20.950
H 18.729 12.073 -21.659
H 20.180 10.336 -20.050
H 20.542 7.674 -19.502
H 20.856 12.900 -18.503
```

Results
- 2S+1: 2
- Charge: +1
- Highest occupied orbital energy (spin up / spin down): -0.4104 / -0.4104 Ha
- Frontier orbital gap (spin up / spin down): 0.2953 / 0.0787 Eh
- Energy: -1823.0361 hartree

***

CF4N2O as an isolated structure, computed with wB97M-V/def2-TZVPD.

```
8
CF4N2O wB97M-V/def2-TZVPD
F 1.346 -0.195 -1.292
F -1.503 0.623 -0.763
F 0.696 1.133 0.162
F -2.484 -0.880 0.419
O 2.114 -0.551 0.873
N -1.261 -0.338 0.204
N -0.278 -0.757 0.608
C 1.404 -0.038 0.091
```

Results
- 2S+1: 1
- Charge: 0
- Highest occupied orbital energy: -0.4517 Ha
- Frontier orbital gap: 0.4255 Eh
- Energy: -622.0954 hartree

***

A 2-piece molecular cluster, H4O3Si overall, computed with wB97M-V/def2-TZVPD.

```
8
H4O3Si wB97M-V/def2-TZVPD
Si 1.172 0.326 0.299
O 1.489 -0.654 -0.901
O -0.275 0.760 0.596
O -2.110 -1.307 -0.884
H -2.664 -0.928 -1.614
H -1.409 -0.699 -0.527
H 2.439 0.402 0.959
H 1.926 -1.544 -0.782
```

Results
- 2S+1: 1
- SMILES: O=[SiH]O.O
- Charge: 0
- Highest occupied orbital energy: -0.3905 Ha
- Frontier orbital gap: 0.3849 Eh
- Energy: -517.6386 hartree